The following is a DFT calculation (wB97M-V/def2-TZVPD) of one molecule with the formula C8H6BrNO2 in a non-equilibrium geometry.

LUMO energy in eV: -1.47
Charge: 0

Last column: Löwdin charge in e.
Geometry (Å):
C (1.50, 0.63, 1.99)  -0.0434
C (1.34, -0.68, 1.61)  0.0187
C (0.63, 1.62, 1.56)  -0.1397
C (0.23, -1.09, 0.88)  -0.0434
C (-0.70, -0.03, 0.60)  -0.2600
C (-0.15, -2.44, 0.36)  -0.6137
C (-1.83, -0.37, -0.22)  -0.5624
C (-1.82, -0.42, -1.70)  -0.0816
N (-0.44, 1.30, 0.88)  0.1202
O (0.69, -3.32, 0.31)  0.0807
O (-1.37, -2.50, 0.03)  0.0314
Br (-3.57, -0.14, 0.50)  0.8719
H (2.20, 0.87, 2.67)  0.0712
H (2.17, -1.38, 1.66)  0.1317
H (0.79, 2.67, 1.84)  0.1237
H (-2.32, -1.30, -1.85)  0.0557
H (-0.71, -0.55, -1.99)  0.1414
H (-2.32, 0.45, -2.11)  0.0976


The following is a DFT calculation (wB97M-V/def2-TZVPD) of a 2-piece molecular cluster, C8H6Cl2NO2P overall in a non-equilibrium geometry.

LUMO energy (alpha / beta) in eV: -2.24 / -2.24
Charge: 0

Last column: Löwdin charge in e.
Geometry (Å):
C (-0.96, -0.22, -2.80)  -0.0426
C (-0.14, 0.79, -2.41)  -0.0386
C (-1.70, -0.91, -1.88)  -0.1018
C (0.17, 0.95, -1.06)  -0.0359
C (-1.59, -0.73, -0.60)  -0.0211
C (-0.61, 0.25, -0.15)  -0.2034
C (-0.45, 0.89, 3.71)  -0.2899
C (-0.25, 0.53, 1.20)  0.0585
N (-0.48, 0.76, 2.35)  0.2137
O (-0.24, 1.92, 4.29)  0.1158
O (2.60, -0.48, -0.64)  -0.5550
P (2.36, -0.89, 0.75)  -0.1127
Cl (3.96, -0.02, 1.86)  0.0626
Cl (2.87, -2.78, 1.07)  0.1965
H (-1.12, -0.37, -3.78)  0.0870
H (0.33, 1.44, -3.12)  0.1187
H (-2.50, -1.64, -2.15)  0.1424
H (0.91, 1.70, -0.87)  0.1243
H (-2.25, -1.11, 0.16)  0.1217
H (-0.90, -0.08, 4.07)  0.1599


The following is a DFT calculation (wB97M-V/def2-TZVPD) of C8H6Cl3O2Sn as an isolated structure.

LUMO energy in eV: -14.05
Charge: +3

Last column: Löwdin charge in e.
Geometry (Å):
Sn (1.60, 1.96, -0.47)  1.5741
Cl (-2.50, -4.75, 1.10)  1.1203
C (-2.01, -3.23, 0.81)  -0.5260
C (-2.95, -2.16, 0.81)  -0.0030
C (-2.51, -0.91, 0.57)  0.1465
C (-1.07, -0.62, 0.30)  -0.2487
O (-0.72, 0.52, 0.08)  0.0288
C (-0.11, -1.77, 0.31)  -0.0392
C (1.35, -1.59, 0.05)  -0.0854
O (1.87, -0.51, -0.18)  -0.1218
C (-0.57, -3.01, 0.55)  0.0543
H (-4.00, -2.37, 1.01)  0.1523
H (-3.18, -0.05, 0.56)  0.1633
H (1.96, -2.50, 0.07)  0.1702
H (0.08, -3.87, 0.57)  0.1520
Cl (3.66, 3.68, -1.25)  0.5685
C (2.61, 5.13, -1.27)  -0.8074
Cl (0.93, 4.67, -0.81)  0.5566
H (2.58, 5.53, -2.28)  0.0722
H (2.98, 5.84, -0.53)  0.0724


The following is a DFT calculation (wB97M-V/def2-TZVPD) of one molecule with the formula C8H6N2O in a non-equilibrium geometry.

SMILES: c1ccc(-c2ncco2)nc1
LUMO energy in eV: 0.43
Charge: 0

Last column: Löwdin charge in e.
Geometry (Å):
C (2.83, 1.27, -0.52)  -0.0435
C (2.74, -0.10, -0.35)  0.0145
C (1.43, -0.58, -0.13)  -0.0269
C (0.41, 0.22, -0.01)  -0.1993
C (-0.95, -0.30, 0.18)  -0.2602
N (-1.95, 0.32, 0.77)  0.1584
C (-2.94, -0.64, 0.79)  -0.0975
C (-2.49, -1.80, 0.22)  -0.0782
O (-1.21, -1.61, -0.15)  0.0793
N (0.49, 1.57, -0.24)  0.1653
C (1.70, 2.03, -0.55)  -0.1077
H (3.67, 1.69, -0.67)  0.0399
H (3.62, -0.87, -0.27)  0.1513
H (1.41, -1.48, -0.13)  0.0201
H (-3.86, -0.64, 1.27)  0.0842
H (-3.00, -2.60, 0.04)  0.0611
H (1.77, 2.95, -0.50)  0.0394


The following is a DFT calculation (wB97M-V/def2-TZVPD) of one molecule with the formula C8H6N2O2 in a non-equilibrium geometry.

SMILES: CC(=O)c1nc2ncccc2o1
LUMO energy in eV: -0.45
Charge: 0

Last column: Löwdin charge in e.
Geometry (Å):
C (0.15, -0.97, 3.30)  -0.0616
C (-0.90, -0.85, 2.40)  -0.4098
O (-2.07, -1.13, 2.54)  0.1280
C (-0.42, -0.33, 1.02)  -0.3208
N (0.57, 0.44, 0.87)  0.2243
C (0.58, 0.66, -0.53)  -0.2265
N (1.48, 1.45, -1.24)  0.1458
C (1.17, 1.40, -2.62)  -0.1923
C (0.17, 0.76, -3.13)  -0.1355
C (-0.72, -0.07, -2.41)  0.0173
C (-0.49, -0.04, -1.11)  -0.1689
O (-1.12, -0.69, -0.03)  0.1523
H (0.40, -0.03, 3.76)  0.0751
H (-0.16, -1.41, 4.47)  0.1682
H (1.14, -1.61, 3.03)  0.1545
H (1.98, 2.06, -3.32)  0.1699
H (-0.13, 0.77, -4.39)  0.1884
H (-1.63, -0.43, -2.60)  0.0917


The following is a DFT calculation (wB97M-V/def2-TZVPD) of a 2-piece molecular cluster, C8H6N2O7 overall in a non-equilibrium geometry.

SMILES: O=C1C=C(O)C(=O)C=C1O.N#CONC(=O)O
LUMO energy in eV: -1.99
Charge: 0

Last column: Löwdin charge in e.
Geometry (Å):
O (-0.75, 0.69, 0.36)  0.0742
C (0.44, 0.92, 0.18)  -0.3007
C (1.39, 1.15, 1.25)  0.0783
C (2.67, 1.41, 0.95)  -0.2341
O (3.59, 1.63, 1.88)  0.1271
C (3.15, 1.49, -0.47)  -0.3116
O (4.32, 1.75, -0.66)  0.1196
C (2.20, 1.23, -1.53)  0.0815
C (0.92, 0.97, -1.24)  -0.2321
O (0.00, 0.73, -2.16)  0.1242
H (1.03, 1.10, 2.27)  0.1371
H (4.42, 1.80, 1.40)  0.1235
H (2.56, 1.27, -2.55)  0.1386
H (-0.84, 0.58, -1.69)  0.1047
N (-4.00, -2.19, 2.23)  0.1925
C (-3.27, -2.77, 1.55)  -0.3235
O (-2.23, -3.21, 0.91)  0.0425
N (-1.81, -2.27, -0.07)  0.1154
C (-2.86, -1.74, -0.86)  -0.5775
O (-3.54, -2.39, -1.58)  0.1831
O (-2.97, -0.40, -0.74)  0.1025
H (-1.25, -1.54, 0.35)  0.1194
H (-3.15, -0.20, 0.19)  0.1156


The following is a DFT calculation (wB97M-V/def2-TZVPD) of C8H6N2S as an isolated structure in a non-equilibrium geometry.

LUMO energy in eV: -0.38
Charge: 0

Last column: Löwdin charge in e.
Geometry (Å):
C (-1.66, -0.16, 1.98)  -0.2721
C (-0.66, 0.42, 1.38)  -0.4300
C (0.01, 0.12, 0.18)  -0.2157
C (-0.58, -0.70, -0.79)  -0.0294
C (-0.01, -1.12, -1.95)  -0.0774
C (1.22, -0.63, -2.24)  -0.1235
C (1.88, 0.30, -1.40)  -0.1054
C (1.29, 0.62, -0.20)  -0.0662
H (-2.10, -1.11, 1.67)  0.1405
H (-1.40, -0.91, -0.48)  0.0062
H (-0.66, -1.81, -2.48)  0.1199
H (1.75, -0.85, -3.28)  0.1433
H (2.98, 0.88, -1.88)  0.1952
H (1.77, 1.37, 0.46)  0.1000
N (-2.09, 0.33, 3.09)  -0.0690
N (-1.46, 1.44, 3.49)  -0.3504
S (-0.29, 1.81, 2.43)  1.0342


The following is a DFT calculation (wB97M-V/def2-TZVPD) of an isolated ion of composition C8H6N3O4 and charge -1 in a non-equilibrium geometry.

SMILES: O=C([O-])/N=C1\C=CC=C[C@]12CN=[N+]([O-])O2
LUMO energy in eV: 2.74
Charge: -1

Last column: Löwdin charge in e.
Geometry (Å):
O (0.97, 1.01, -4.01)  -0.0159
C (1.77, 1.29, -3.13)  -0.8382
O (2.96, 1.37, -3.00)  -0.0049
N (0.92, 1.77, -1.98)  0.2132
C (0.91, 1.03, -0.93)  -0.2330
C (1.68, -0.17, -0.66)  0.0226
C (1.48, -0.95, 0.49)  -0.0729
C (0.38, -0.66, 1.38)  -0.1139
C (-0.32, 0.47, 1.27)  -0.0475
C (-0.30, 1.26, 0.02)  -0.3571
C (-1.63, 1.06, -0.85)  -0.0698
N (-2.19, 2.36, -0.98)  0.1414
N (-1.53, 3.20, -0.34)  -0.3233
O (-1.69, 4.36, -0.21)  0.0760
O (-0.34, 2.64, 0.26)  0.0414
H (2.59, -0.15, -1.27)  0.1097
H (1.95, -1.88, 0.52)  0.0632
H (0.12, -1.24, 2.37)  0.1290
H (-1.06, 0.74, 2.05)  0.1219
H (-1.36, 0.85, -1.79)  0.0721
H (-2.31, 0.38, -0.58)  0.0860


Question: Among the records above, which one has the highest charge?
Answer: C8H6Cl3O2Sn